[1]
ORCA calculation (the ωB97M-V functional and the def2-TZVPD basis) on C29H26CsIN4O2Se as an isolated structure in a non-equilibrium geometry.

Positions of all 64 atoms, in Å:
Cs: -0.633 -0.571 -1.022
C: 1.454 1.015 2.166
C: 0.020 1.337 2.446
C: -0.551 1.131 3.703
C: -1.898 1.369 3.874
C: -2.650 1.817 2.797
C: -2.011 1.999 1.579
N: -0.713 1.762 1.410
C: -2.755 2.489 0.361
C: -3.890 3.280 0.474
C: -4.485 3.749 -0.689
C: -3.934 3.424 -1.912
C: -2.800 2.615 -1.940
N: -2.238 2.161 -0.819
C: -2.130 2.233 -3.228
C: -2.818 2.232 -4.427
C: -2.127 1.863 -5.576
C: -0.799 1.519 -5.482
C: -0.172 1.536 -4.231
C: 1.242 1.081 -4.077
N: -0.839 1.895 -3.133
H: 2.003 0.768 3.075
H: 1.943 1.844 1.651
H: 1.494 0.136 1.511
H: 0.060 0.752 4.513
H: -2.371 1.184 4.831
H: -3.718 1.967 2.892
H: -4.277 3.553 1.446
H: -5.359 4.387 -0.637
H: -4.357 3.811 -2.829
H: -3.874 2.465 -4.469
H: -2.640 1.817 -6.529
H: -0.242 1.186 -6.348
H: 1.876 1.437 -4.894
H: 1.202 -0.026 -4.108
H: 1.664 1.394 -3.123
I: 3.972 -1.736 1.449
C: 2.701 -2.249 3.037
C: 3.271 -2.390 4.274
C: 2.465 -2.765 5.377
C: 1.135 -3.011 5.198
C: 0.533 -2.879 3.917
C: -0.843 -3.175 3.733
C: -1.398 -3.043 2.490
C: -0.614 -2.569 1.408
C: 0.730 -2.248 1.485
C: 1.303 -2.457 2.784
H: 4.331 -2.222 4.407
H: 2.917 -2.873 6.356
H: 0.516 -3.321 6.036
H: -1.430 -3.510 4.582
H: -2.450 -3.277 2.344
H: -1.120 -2.459 0.445
N: 2.511 -2.085 -2.178
C: 3.838 -2.288 -2.810
C: 4.715 -1.053 -2.596
O: 5.853 -1.127 -3.095
O: 4.146 -0.103 -2.001
H: 2.334 -2.695 -1.382
H: 1.608 -2.160 -2.835
H: 2.599 -1.129 -1.827
H: 3.691 -2.447 -3.879
H: 4.340 -3.155 -2.389
Se: -0.335 -2.187 -3.589

Computed properties:
HOMO level = 0.18 eV
Charge = -2
Gap between HOMO and LUMO = 3.3 eV
LUMO level = 3.502 eV
2S+1 = 1
DFT total energy = -114545.53965 eV

Results of the Mulliken charge analysis, in e, for atoms 1 through 2: 1.03 -0.70

---

[2]
ORCA calculation (the ωB97M-V functional and the def2-TZVPD basis) on an isolated molecule of C3H5NO in a non-equilibrium geometry.

Positions of all 10 atoms, in Å:
C: 1.292 0.566 -0.111
C: -0.751 -0.004 0.784
C: -0.508 -0.536 -0.581
H: 1.734 1.677 -0.127
H: -0.175 -0.680 1.463
H: -1.834 0.465 0.859
H: -1.520 -0.431 -1.175
H: 0.010 -1.354 -0.951
N: -0.138 0.800 -0.323
O: 1.892 -0.503 0.164

Computed properties:
HOMO level = -10.39 eV
Gap between HOMO and LUMO = 11.3 eV
LUMO level = 0.874 eV
2S+1 = 1
Structure (SMILES) = O=CN1CC1
DFT total energy = -6726.11775 eV

Results of the Mulliken charge analysis, in e, for atoms 1 through 2: 0.20 -0.31